(1)
This record from the OMol25 dataset describes a molecular structure, C31H45IrN7O4Sb. The level of theory is the ωB97M-V functional and the def2-TZVPD basis.

Last column: Löwdin charge in e.
CARTESIAN COORDINATES (ANGSTROEM)
1 Ir -0.450 -0.036 -0.846  1.241
2 C -2.069 0.997 1.723  -0.010
3 O -1.242 -0.031 1.133  -0.276
4 C -1.256 -1.302 1.688  -0.220
5 C -2.038 -1.665 2.764  0.013
6 C -1.923 -2.960 3.257  -0.033
7 C -1.041 -3.868 2.688  -0.049
8 C -0.260 -3.496 1.607  0.007
9 C -0.369 -2.207 1.105  -0.169
10 N 0.363 -1.724 -0.022  -0.090
11 N 1.291 -2.436 -0.452  0.123
12 C 2.049 -2.068 -1.546  -0.165
13 C 1.818 -0.986 -2.424  -0.356
14 O 0.789 -0.144 -2.421  -0.315
15 C 2.746 -0.747 -3.475  0.008
16 C 3.823 -1.552 -3.666  0.022
17 C 4.068 -2.681 -2.840  -0.165
18 C 5.172 -3.527 -3.079  -0.015
19 C 5.390 -4.621 -2.289  -0.052
20 C 4.508 -4.893 -1.230  -0.048
21 C 3.433 -4.080 -0.972  -0.023
22 C 3.182 -2.951 -1.778  -0.098
23 H -1.786 1.108 2.768  0.115
24 H -3.116 0.730 1.614  0.091
25 H -1.837 1.901 1.170  0.085
26 H -2.734 -0.972 3.213  0.125
27 H -2.537 -3.258 4.096  0.123
28 H -0.964 -4.870 3.088  0.119
29 H 0.432 -4.187 1.148  0.113
30 H 2.553 0.103 -4.116  0.119
31 H 4.518 -1.336 -4.468  0.132
32 H 5.839 -3.295 -3.900  0.123
33 H 6.232 -5.273 -2.472  0.116
34 H 4.681 -5.758 -0.603  0.116
35 H 2.777 -4.306 -0.145  0.098
36 C -2.932 -4.332 -3.445  0.019
37 N -2.745 -3.174 -2.588  -0.068
38 C -3.743 -2.754 -1.626  -0.003
39 C -3.103 -1.521 -1.024  -0.452
40 O -3.584 -0.820 -0.174  0.090
41 N -1.872 -1.327 -1.649  -0.007
42 C -1.732 -2.314 -2.571  -0.365
43 N -0.705 -2.355 -3.405  0.258
44 H -3.136 -5.207 -2.831  0.107
45 H -2.039 -4.535 -4.029  0.088
46 H -3.765 -4.170 -4.129  0.108
47 H -3.935 -3.506 -0.858  0.154
48 H -4.687 -2.492 -2.110  0.154
49 H -0.006 -1.627 -3.353  0.073
50 H -0.591 -3.092 -4.077  0.127
51 N 2.781 0.614 0.239  0.237
52 C 1.872 1.569 0.449  -0.577
53 N 2.214 2.634 1.183  0.215
54 O 0.700 1.535 -0.031  -0.189
55 H 3.690 0.643 0.668  0.135
56 H 2.557 -0.169 -0.353  0.074
57 H 3.127 2.748 1.585  0.129
58 H 1.510 3.323 1.384  0.126
59 C 1.200 2.909 -3.354  -0.132
60 C -0.125 3.463 -2.843  -0.532
61 C 0.083 4.480 -1.726  -0.122
62 Sb -1.513 1.921 -2.270  1.588
63 C -2.137 1.098 -4.162  -0.530
64 C -1.934 2.084 -5.312  -0.123
65 C -3.577 0.590 -4.127  -0.127
66 C -3.132 3.137 -1.527  -0.537
67 C -3.534 4.188 -2.559  -0.121
68 C -4.334 2.332 -1.045  -0.126
69 H 1.806 3.723 -3.758  0.094
70 H 1.067 2.167 -4.143  0.059
71 H 1.765 2.436 -2.548  0.064
72 H -0.652 3.947 -3.669  0.079
73 H 0.618 4.037 -0.886  0.052
74 H -0.852 4.900 -1.354  0.064
75 H 0.685 5.312 -2.098  0.094
76 H -1.455 0.255 -4.297  0.064
77 H -2.508 3.000 -5.168  0.074
78 H -2.280 1.632 -6.245  0.091
79 H -0.888 2.356 -5.450  0.066
80 H -4.285 1.420 -4.112  0.074
81 H -3.793 -0.038 -3.260  0.051
82 H -3.786 0.010 -5.029  0.090
83 H -2.670 3.634 -0.668  0.076
84 H -3.991 3.727 -3.436  0.070
85 H -2.698 4.803 -2.893  0.067
86 H -4.278 4.859 -2.125  0.093
87 H -4.828 1.815 -1.869  0.070
88 H -5.069 3.010 -0.605  0.093
89 H -4.069 1.587 -0.297  0.037

Computed properties:
Orbital gap   6.85 eV
Net charge   +2
Multiplicity   1

---

(2)
This record from the OMol25 dataset describes a molecular structure, C31H46AuCl5OSi5. The level of theory is the ωB97M-V functional and the def2-TZVPD basis.

Last column: Löwdin spin population.
CARTESIAN COORDINATES (ANGSTROEM)
1 Au -0.456 -0.950 -1.100  0.295
2 Cl -3.801 -1.043 -0.839  0.013
3 C -3.144 -1.832 -2.243  0.014
4 C -1.770 -1.880 -2.400  0.110
5 C -1.283 -2.554 -3.516  0.023
6 Cl 0.442 -2.698 -3.741  0.011
7 C -2.125 -3.149 -4.449  0.004
8 Cl -1.487 -3.983 -5.812  0.004
9 C -3.502 -3.067 -4.269  0.001
10 Cl -4.564 -3.805 -5.406  0.000
11 C -4.017 -2.403 -3.162  0.002
12 Cl -5.719 -2.297 -2.934  0.002
13 C 3.907 -2.643 2.179  0.001
14 C 3.496 -1.613 1.125  0.006
15 C 3.728 -2.197 -0.275  0.001
16 C 4.371 -0.362 1.284  0.004
17 Si 1.709 -1.083 1.374  0.043
18 O 1.270 -0.048 0.150  0.059
19 C 0.483 -2.481 1.150  0.016
20 C -0.562 -2.744 2.044  0.001
21 C -1.528 -3.699 1.760  0.011
22 C -1.486 -4.411 0.570  0.001
23 C -0.467 -4.169 -0.338  0.017
24 C 0.503 -3.218 -0.047  0.005
25 C 1.405 -0.263 3.031  0.228
26 C 1.423 -1.040 4.159  0.011
27 C 0.945 -0.591 5.410  0.316
28 C 0.281 0.661 5.496  0.015
29 C 0.258 1.493 4.432  0.218
30 C 1.050 1.209 3.192  0.061
31 H 4.927 -2.987 1.987  0.000
32 H 3.260 -3.522 2.173  0.000
33 H 3.896 -2.222 3.183  0.000
34 H 4.803 -2.270 -0.465  0.000
35 H 3.305 -1.576 -1.060  0.000
36 H 3.323 -3.203 -0.380  0.000
37 H 5.421 -0.627 1.131  0.000
38 H 4.284 0.071 2.279  0.002
39 H 4.124 0.411 0.555  0.000
40 H -0.644 -2.184 2.968  0.000
41 H -2.327 -3.876 2.467  0.001
42 H -2.250 -5.143 0.345  0.000
43 H -0.426 -4.707 -1.273  0.001
44 H 1.285 -3.052 -0.782  0.002
45 H 1.743 -2.075 4.095  -0.004
46 H 0.986 -1.247 6.267  0.019
47 H -0.220 0.936 6.414  -0.006
48 H -0.245 2.451 4.495  0.012
49 H 0.482 1.539 2.311  0.014
50 C -3.240 1.926 -3.590  0.000
51 Si -1.419 2.117 -3.235  0.027
52 C -0.945 3.916 -3.362  0.014
53 C -0.454 1.157 -4.503  0.000
54 Si -0.986 1.280 -1.089  0.220
55 Si 1.290 1.368 -0.785  0.049
56 C 2.040 2.846 0.008  0.014
57 C 2.324 2.076 3.282  0.049
58 C 2.412 0.865 -2.171  0.002
59 Si -2.277 2.226 0.621  0.044
60 C -3.886 2.862 -0.065  0.003
61 C -1.366 3.657 1.400  0.017
62 C -2.632 0.911 1.896  0.005
63 H -3.413 2.157 -4.644  0.000
64 H -3.846 2.602 -2.991  0.000
65 H -3.583 0.911 -3.402  0.000
66 H -1.299 4.332 -4.309  0.002
67 H 0.138 4.041 -3.332  0.000
68 H -1.374 4.507 -2.553  0.001
69 H -0.909 1.296 -5.488  0.000
70 H -0.448 0.099 -4.284  0.000
71 H 0.580 1.493 -4.567  0.000
72 H 1.462 3.298 0.806  0.001
73 H 2.139 3.581 -0.796  0.001
74 H 3.057 2.608 0.349  0.003
75 H 2.068 3.124 3.430  0.002
76 H 2.919 1.747 4.134  0.000
77 H 2.935 1.995 2.388  0.002
78 H 2.608 1.700 -2.843  0.001
79 H 2.014 0.033 -2.747  0.000
80 H 3.365 0.570 -1.725  0.000
81 H -3.716 3.690 -0.754  0.000
82 H -4.486 3.240 0.767  0.000
83 H -4.459 2.108 -0.579  0.000
84 H -1.135 4.425 0.662  0.001
85 H -0.428 3.344 1.873  0.001
86 H -1.991 4.110 2.174  0.003
87 H -2.971 -0.008 1.418  0.001
88 H -3.417 1.255 2.575  0.000
89 H -1.756 0.676 2.492  0.003

Computed properties:
Orbital gap (spin up / spin down)   6.64 / 7.46 eV
Net charge   0
Multiplicity   3

---

Energy relative to the best compared isomer or geometry (same formula, charge and spin) / kcal per mole: 0.00 10.48
Energy / hartree: -2236.71132 -5168.33511